1.
Molecular formula: C5H10NOS
Method: DFT, ωB97M-V with the def2-TZVPD basis set

Last column: Löwdin charge in e.
Cartesian coordinates (Å):
C1 1.460 -0.912 -0.929  -0.06
N1 0.598 -1.561 0.056  -0.18
C2 0.517 -3.024 0.030  -0.06
C3 -0.465 -0.896 0.650  -0.48
O1 -0.979 -1.351 1.662  0.02
C4 -1.047 0.304 -0.059  -0.21
C5 -0.340 1.603 0.354  -0.86
S1 -0.016 2.929 -0.791  0.09
H1 1.574 -1.553 -1.813  0.08
H2 1.094 0.071 -1.243  0.06
H3 2.397 -0.722 -0.389  0.09
H4 -0.244 -3.380 0.718  0.07
H5 1.469 -3.355 0.541  0.09
H6 0.537 -3.274 -1.030  0.07
H7 -0.916 0.200 -1.142  0.08
H8 -2.126 0.341 0.158  0.11
H9 -0.879 2.053 1.206  0.03
H10 0.597 1.352 0.876  0.03

- F_max: 3.24 eV/Å
- Spin multiplicity: 1
- Gap between HOMO and LUMO: 5.865 eV
- E: -724.71526 Ha
- Charge: -1
- SMILES string: CN(C)C(=O)CC[S-]
- Energy above the lowest of the compared OMol25 structures with the same formula, charge and spin: 100.19 kJ/mol

---

2.
Molecular formula: C5H10NOS
Method: DFT, ωB97M-V with the def2-TZVPD basis set

Last column: Löwdin charge in e.
Cartesian coordinates (Å):
C1 0.380 0.471 0.100  -0.03
C2 -0.066 -0.577 0.777  -0.55
C3 0.725 -1.347 -1.573  -0.68
C4 -0.424 2.650 0.498  0.23
C5 -0.554 -0.709 2.177  -0.08
N1 0.692 0.141 -1.365  0.09
O1 -0.186 -1.863 -2.393  -0.03
S1 0.487 -2.125 0.027  1.07
H1 1.735 -1.659 -1.983  0.16
H2 -0.881 2.660 -0.487  0.03
H3 0.465 3.063 0.738  -0.01
H4 -1.092 2.746 1.309  0.03
H5 -0.834 0.266 2.611  0.09
H6 0.302 -0.972 2.743  0.08
H7 -1.301 -1.483 2.371  0.10
H8 -0.044 0.448 -1.998  0.17
H9 1.614 0.443 -1.706  0.18
H10 -1.017 -2.152 -1.845  0.16

- F_max: 4.59 eV/Å
- Spin multiplicity: 1
- Gap between HOMO and LUMO (alpha / beta): 8.637 / 8.637 eV
- E: -724.28296 Ha
- Charge: +1
- Energy above the lowest of the compared OMol25 structures with the same formula, charge and spin: 402.89 kJ/mol

---

What is the formula in the first record?
C5H10NOS

---

Copy entry 1 word for word.
Molecular formula: C5H10NOS
Method: DFT, ωB97M-V with the def2-TZVPD basis set

Last column: Löwdin charge in e.
Cartesian coordinates (Å):
C1 1.460 -0.912 -0.929  -0.06
N1 0.598 -1.561 0.056  -0.18
C2 0.517 -3.024 0.030  -0.06
C3 -0.465 -0.896 0.650  -0.48
O1 -0.979 -1.351 1.662  0.02
C4 -1.047 0.304 -0.059  -0.21
C5 -0.340 1.603 0.354  -0.86
S1 -0.016 2.929 -0.791  0.09
H1 1.574 -1.553 -1.813  0.08
H2 1.094 0.071 -1.243  0.06
H3 2.397 -0.722 -0.389  0.09
H4 -0.244 -3.380 0.718  0.07
H5 1.469 -3.355 0.541  0.09
H6 0.537 -3.274 -1.030  0.07
H7 -0.916 0.200 -1.142  0.08
H8 -2.126 0.341 0.158  0.11
H9 -0.879 2.053 1.206  0.03
H10 0.597 1.352 0.876  0.03

- F_max: 3.24 eV/Å
- Spin multiplicity: 1
- Gap between HOMO and LUMO: 5.865 eV
- E: -724.71526 Ha
- Charge: -1
- SMILES string: CN(C)C(=O)CC[S-]
- Energy above the lowest of the compared OMol25 structures with the same formula, charge and spin: 100.19 kJ/mol